[1]
Below is the molecule C6H6O in a non-equilibrium geometry, with properties calculated with wB97M-V/def2-TZVPD.

Geometry as ORCA input:
```
! RIJCOSX wB97M-V def2-TZVPD def2/J DEFGRID3
* xyz 0 1
C 2.79 -0.59 0.51
C 1.71 -0.22 0.34
C 0.55 0.37 0.27
C -0.33 1.27 0.27
C -1.63 0.82 -0.25
O -1.44 -0.45 -0.75
C -0.31 -1.07 -0.34
H 3.62 -1.25 0.46
H -0.18 2.28 0.61
H -2.35 0.78 0.58
H -2.04 1.44 -1.05
H 0.09 -1.66 -1.16
H -0.50 -1.72 0.52
*
```

Calculated values
HOMO-LUMO gap: 9.977 eV
SMILES: C#CC1=CCOC1
Lowest unoccupied orbital energy: 0.94 eV

[2]
Below is a cluster of 7 separate species, C27H54O13 in total in a non-equilibrium geometry, with properties calculated with wB97M-V/def2-TZVPD.

Geometry as ORCA input:
```
! RIJCOSX wB97M-V def2-TZVPD def2/J DEFGRID3
* xyz 0 1
C 1.16 -1.11 -6.27
C 1.07 -2.49 -5.39
O 2.30 -2.27 -4.57
C 2.32 -2.81 -3.31
C 3.69 -2.36 -2.61
O 1.39 -3.43 -2.75
H 0.78 -0.20 -5.67
H 0.62 -1.13 -7.16
H 2.09 -0.81 -6.69
H 0.08 -2.68 -4.85
H 1.29 -3.26 -6.14
H 3.69 -1.31 -2.54
H 4.34 -2.79 -3.16
H 3.58 -2.54 -1.43
C -0.57 -0.41 3.58
C 0.83 -0.37 2.93
O 0.62 -0.27 1.45
C 1.75 -0.29 0.75
C 1.33 -0.06 -0.68
O 2.86 -0.45 1.09
H -1.24 -1.31 3.39
H -1.11 0.52 3.42
H -0.50 -0.34 4.76
H 1.32 0.58 3.27
H 1.23 -1.22 3.21
H 0.96 1.03 -0.79
H 0.45 -0.43 -0.89
H 1.91 -0.28 -1.65
C 2.46 2.22 -3.70
C 2.29 3.34 -2.70
O 3.06 3.09 -1.63
C 2.69 3.63 -0.53
C 3.38 3.21 0.65
O 1.80 4.51 -0.31
H 1.75 2.18 -4.53
H 2.31 1.24 -3.21
H 3.39 2.41 -3.93
H 2.54 4.36 -2.98
H 1.27 3.23 -2.48
H 2.62 2.63 0.93
H 3.68 3.78 1.32
H 4.26 2.57 0.63
C -1.46 -2.90 0.66
C -1.75 -3.42 -0.76
O -2.20 -2.29 -1.52
C -2.52 -2.32 -2.83
C -3.03 -1.06 -3.36
O -2.34 -3.36 -3.53
H -1.12 -3.86 1.42
H -2.20 -2.47 1.25
H -0.64 -2.26 0.73
H -0.81 -3.88 -1.20
H -2.47 -4.27 -0.76
H -3.67 -1.13 -4.29
H -1.89 -0.52 -3.50
H -3.66 -0.62 -2.41
C -3.02 -2.89 5.58
C -3.81 -2.18 4.38
O -3.74 -0.85 4.59
C -4.40 -0.10 3.64
C -4.32 1.48 3.84
O -5.04 -0.50 2.62
H -3.39 -2.54 6.59
H -1.90 -2.65 5.64
H -3.10 -4.14 5.51
H -3.48 -2.32 3.57
H -4.92 -2.59 4.24
H -4.83 1.61 3.10
H -3.33 1.95 3.86
H -4.68 1.94 4.92
C -4.12 4.46 -2.32
C -2.97 3.44 -2.31
O -3.06 2.58 -1.16
C -2.17 1.63 -0.94
C -2.30 0.81 0.29
O -1.19 1.34 -1.73
H -4.20 4.79 -1.28
H -5.17 4.03 -2.40
H -3.87 5.17 -3.00
H -3.08 2.81 -3.29
H -2.05 3.97 -2.26
H -3.38 0.81 0.74
H -1.69 1.34 1.01
H -1.75 -0.37 0.08
C 4.36 -0.86 4.29
C 4.53 0.65 4.03
C 5.74 0.94 3.06
O 3.64 1.49 4.53
H 5.05 -0.91 5.38
H 4.57 -1.68 3.44
H 3.30 -0.88 4.70
H 5.25 0.46 2.18
H 6.49 0.39 3.34
H 6.04 1.85 2.81
*
```

Calculated values
HOMO-LUMO gap: 10.276 eV
SMILES: CCOC(C)=O.CCOC(C)=O.CCOC(C)=O.CCOC(C)=O.CCOC(C)=O.CCOC(C)=O.CC(C)=O
Lowest unoccupied orbital energy: 0.55 eV

[3]
Below is a structure of composition C4H10BrN2O in a non-equilibrium geometry, with properties calculated with wB97M-V/def2-TZVPD.

Geometry as ORCA input:
```
! RIJCOSX wB97M-V def2-TZVPD def2/J DEFGRID3
* xyz 1 1
C -2.86 1.02 0.29
C 1.29 0.40 -1.30
C 2.08 -0.60 0.69
C -0.26 0.05 0.64
N -3.34 -0.05 -0.08
N 1.16 0.34 0.15
O -2.57 2.12 0.55
Br -0.82 -1.88 -0.08
H 1.96 1.28 -1.54
H 1.64 -0.67 -1.66
H 0.32 0.47 -1.83
H 3.12 -0.21 0.61
H 1.94 -0.70 1.77
H 1.91 -1.55 0.14
H -0.31 -0.01 1.75
H -2.51 -0.92 -0.49
H -4.27 -0.27 -0.17
H 1.53 1.20 0.57
*
```

Calculated values
HOMO-LUMO gap (alpha / beta): 8.494 / 8.494 eV
Lowest unoccupied orbital energy (alpha / beta): -3.57 / -3.57 eV

[4]
Below is a structure of composition C25H45InN7O7P3S in a non-equilibrium geometry, with properties calculated with wB97M-V/def2-TZVPD.

Geometry as ORCA input:
```
! RIJCOSX wB97M-V def2-TZVPD def2/J DEFGRID3
* xyz 2 1
In -0.78 1.02 -0.61
C -5.14 4.31 1.20
N -4.29 3.68 0.22
C -4.13 4.10 -1.06
C -3.20 3.26 -1.62
N -2.80 2.35 -0.70
C -3.48 2.62 0.41
P -3.41 1.64 1.95
C -1.65 1.96 2.28
N -0.69 2.01 1.37
C 0.37 2.63 1.93
C 0.05 2.95 3.23
N -1.22 2.52 3.43
C -1.95 2.61 4.67
C -3.26 0.03 1.11
N -2.53 -0.26 0.05
C -2.86 -1.51 -0.33
C -3.82 -1.99 0.52
N -4.07 -1.01 1.42
C -4.98 -1.07 2.53
H -5.63 5.17 0.75
H -4.55 4.66 2.05
H -5.91 3.62 1.55
H -4.66 4.93 -1.47
H -2.80 3.26 -2.61
H 1.25 2.85 1.36
H 0.63 3.43 4.00
H -1.26 2.63 5.51
H -2.60 1.74 4.78
H -2.57 3.51 4.70
H -2.40 -1.97 -1.18
H -4.33 -2.93 0.54
H -5.44 -2.05 2.57
H -5.77 -0.32 2.42
H -4.46 -0.89 3.46
C 0.39 -3.89 -3.57
C -0.18 -2.48 -3.65
C 0.63 -1.59 -4.59
O -0.31 -1.85 -2.35
P 0.52 -2.06 -1.05
O 0.03 -1.12 0.00
C 2.31 -1.83 -1.34
P 2.70 -0.13 -0.83
O 1.60 0.87 -0.78
O 3.40 -0.35 0.58
C 3.09 0.42 1.75
C 2.13 -0.36 2.62
C 4.40 0.75 2.45
O 3.79 0.27 -1.89
C 4.15 1.66 -2.07
C 3.79 2.08 -3.49
C 5.64 1.82 -1.79
O 0.27 -3.56 -0.64
C 0.53 -4.04 0.70
C 1.37 -5.30 0.59
C -0.82 -4.30 1.36
H 0.34 -4.35 -4.55
H -0.19 -4.49 -2.87
H 1.43 -3.87 -3.24
H -1.21 -2.52 -4.01
H 1.68 -1.55 -4.31
H 0.22 -0.58 -4.56
H 0.55 -1.97 -5.60
H 2.60 -1.99 -2.37
H 2.88 -2.50 -0.70
H 2.61 1.35 1.41
H 2.57 -1.31 2.92
H 1.21 -0.56 2.07
H 1.89 0.20 3.52
H 4.87 -0.15 2.83
H 4.21 1.44 3.27
H 5.09 1.23 1.76
H 3.56 2.26 -1.36
H 4.42 1.57 -4.21
H 3.92 3.15 -3.59
H 2.74 1.83 -3.69
H 6.22 1.28 -2.52
H 5.88 1.43 -0.80
H 5.90 2.87 -1.83
H 1.06 -3.26 1.25
H 0.84 -6.05 0.02
H 1.58 -5.69 1.58
H 2.31 -5.09 0.09
H -1.38 -5.02 0.77
H -1.38 -3.37 1.43
H -0.67 -4.70 2.36
O -0.66 0.86 -2.96
S -0.10 2.24 -2.99
N -0.06 2.80 -1.62
*
```

Calculated values
HOMO-LUMO gap: 9.137 eV
Lowest unoccupied orbital energy: -4.92 eV

[5]
Below is a cluster of 3 separate species, C5H13NO2 in total in a non-equilibrium geometry, with properties calculated with wB97M-V/def2-TZVPD.

Geometry as ORCA input:
```
! RIJCOSX wB97M-V def2-TZVPD def2/J DEFGRID3
* xyz -1 2
C 0.84 -0.42 -0.63
C 2.00 -0.51 0.02
N 3.22 -0.25 -0.67
C -0.49 -0.33 0.07
C -1.53 0.57 -0.53
C -1.77 0.65 -1.83
H 0.88 -0.28 -1.71
H 1.96 -0.77 1.06
H 4.02 -0.63 -0.18
H 3.36 0.73 -0.81
H -0.47 -0.11 1.14
H -0.89 -1.35 -0.05
H -2.16 1.10 0.17
H -2.57 1.24 -2.27
H -1.22 0.17 -2.65
H -0.19 2.55 0.89
H 0.78 1.94 1.97
O 0.73 2.49 1.18
H -3.30 -1.66 1.72
H -2.52 -2.44 0.68
O -2.59 -2.31 1.63
*
```

Calculated values
HOMO-LUMO gap (alpha / beta): 2.826 / 8.876 eV
Lowest unoccupied orbital energy (alpha / beta): 3.76 / 3.64 eV

[6]
Below is a structure of composition C17H19Br2N4OReS in a non-equilibrium geometry, with properties calculated with wB97M-V/def2-TZVPD.

Geometry as ORCA input:
```
! RIJCOSX wB97M-V def2-TZVPD def2/J DEFGRID3
* xyz 3 4
Re -0.16 -0.99 -0.35
C 1.65 1.65 3.21
C 0.46 0.80 2.65
C -0.84 1.08 3.42
C 0.41 1.05 1.16
C -0.48 2.08 0.66
C -0.47 2.49 -0.64
C 0.35 1.81 -1.61
C 0.56 2.36 -2.99
C 1.18 0.73 -1.12
C 1.33 0.45 0.25
H 1.76 1.36 4.24
H 1.48 2.71 3.15
H 2.55 1.37 2.67
H 0.78 -0.24 2.85
H -1.15 2.10 3.46
H -0.77 0.82 4.49
H -1.67 0.53 3.07
H -1.13 2.59 1.34
H -1.03 3.35 -0.95
H 1.13 1.68 -3.61
H 1.08 3.35 -2.89
H -0.42 2.60 -3.42
H 1.91 0.24 -1.76
H 2.22 -0.01 0.66
Br -0.53 -2.22 1.81
C -0.77 -3.91 0.77
Br -1.62 -3.34 -0.87
H -1.38 -4.59 1.33
H 0.23 -4.28 0.54
O 1.25 -2.07 -1.00
N 2.54 -2.01 -1.45
C 2.81 -3.02 -2.20
C 1.85 -3.97 -2.48
N 0.98 -4.68 -2.66
C 4.15 -3.03 -2.65
N 5.25 -3.06 -2.96
S -4.42 1.06 0.05
C -3.76 1.14 -1.55
C -2.60 0.42 -1.56
N -2.22 -0.16 -0.37
C -3.13 0.09 0.57
H -4.29 1.63 -2.38
H -2.01 0.26 -2.48
H -3.06 -0.24 1.59
*
```

Calculated values
HOMO-LUMO gap (alpha / beta): 5.787 / 6.488 eV
Lowest unoccupied orbital energy (alpha / beta): -13.11 / -12.95 eV

[7]
Below is the molecule C5H9NO, with properties calculated with wB97M-V/def2-TZVPD.

Geometry as ORCA input:
```
! RIJCOSX wB97M-V def2-TZVPD def2/J DEFGRID3
* xyz 0 1
C -1.22 -0.80 0.87
C -1.22 0.16 -0.30
N -0.61 1.48 -0.12
C 0.01 0.53 -1.04
C 1.38 0.00 -0.67
C 1.60 -0.29 0.80
O 2.14 -1.29 1.22
H -1.48 -0.29 1.80
H -1.93 -1.61 0.70
H -0.26 -1.29 1.02
H -2.14 0.14 -0.89
H -1.12 2.20 -0.62
H -0.10 0.73 -2.11
H 2.13 0.75 -0.93
H 1.60 -0.91 -1.23
H 1.23 0.49 1.50
*
```

Calculated values
HOMO-LUMO gap: 10.464 eV
SMILES: C[C@H]1N[C@H]1CC=O
Lowest unoccupied orbital energy: 0.90 eV

[8]
Below is a cluster of 2 separate species, C5H9N2O4S in total in a non-equilibrium geometry, with properties calculated with wB97M-V/def2-TZVPD.

Geometry as ORCA input:
```
! RIJCOSX wB97M-V def2-TZVPD def2/J DEFGRID3
* xyz -1 1
C -0.14 -1.16 0.48
C 1.24 -1.19 0.74
C -0.33 -2.15 -0.51
C -1.27 -0.42 1.15
C 2.17 -0.13 1.31
N 0.79 -2.73 -0.79
N -0.85 0.29 -1.75
O -0.88 2.79 -2.37
O 0.29 1.92 -0.31
O -2.10 2.10 -0.38
O 1.82 -2.04 -0.18
S -0.91 1.71 -1.10
H -1.23 -2.52 -0.89
H -1.27 3.67 -1.96
H -2.32 -0.73 0.84
H -1.14 0.73 1.06
H -1.18 -0.62 2.25
H 3.11 -0.52 1.53
H 1.84 0.26 2.22
H 2.27 0.68 0.49
H 0.11 0.05 -1.81
*
```

Calculated values
HOMO-LUMO gap: 8.222 eV
Lowest unoccupied orbital energy: 3.58 eV

[9]
Below is a structure of composition C4H11AuBrClSm in a non-equilibrium geometry, with properties calculated with wB97M-V/def2-TZVPD.

Geometry as ORCA input:
```
! RIJCOSX wB97M-V def2-TZVPD def2/J DEFGRID3
* xyz -1 8
Au -0.63 -0.65 1.89
Cl -2.66 0.62 -0.04
C 0.40 -2.41 2.36
H 0.63 -2.29 3.43
H 1.27 -2.23 1.71
H -0.22 -3.26 2.03
Sm -0.39 0.79 -0.99
C 0.27 -0.72 -2.76
C -0.25 3.07 -1.32
C 0.92 0.34 1.06
H -0.99 3.58 -0.71
H 0.71 3.62 -1.27
H -0.68 3.20 -2.34
H 0.61 -1.66 -2.33
H -0.73 -0.67 -3.19
H 1.08 -0.16 -3.31
H 1.83 -0.28 0.97
H 1.08 1.19 1.77
Br -2.24 -2.08 3.05
*
```

Calculated values
HOMO-LUMO gap (alpha / beta): 5.403 / 5.861 eV
Lowest unoccupied orbital energy (alpha / beta): 2.73 / 1.23 eV

[10]
Below is the molecule C16H18N2O3S, with properties calculated with wB97M-V/def2-TZVPD.

Geometry as ORCA input:
```
! RIJCOSX wB97M-V def2-TZVPD def2/J DEFGRID3
* xyz 0 1
C 0.38 -2.63 -1.55
C 1.09 -3.35 -0.40
C 1.92 -2.39 0.40
O 1.60 -1.90 1.45
O 3.09 -2.16 -0.20
C 3.98 -1.26 0.44
C 3.50 0.18 0.45
O 4.13 1.04 1.07
N 2.38 0.43 -0.25
C 1.95 1.66 -0.15
S 2.76 2.92 0.75
C 1.48 4.02 0.31
C 0.56 3.43 -0.46
N 0.83 2.11 -0.73
C -0.05 1.25 -1.48
C -1.25 0.86 -0.64
C -2.53 1.23 -1.01
C -3.62 0.88 -0.23
C -3.44 0.15 0.94
C -4.61 -0.24 1.80
C -2.15 -0.22 1.30
C -1.06 0.12 0.53
H -0.32 -1.90 -1.16
H 1.12 -2.12 -2.17
H -0.16 -3.34 -2.16
H 0.35 -3.81 0.26
H 1.74 -4.13 -0.80
H 4.92 -1.32 -0.11
H 4.14 -1.56 1.48
H 1.49 5.04 0.64
H -0.34 3.86 -0.88
H 0.53 0.36 -1.74
H -0.37 1.77 -2.38
H -2.69 1.80 -1.91
H -4.61 1.18 -0.53
H -4.61 -1.31 1.98
H -5.55 0.04 1.33
H -4.54 0.26 2.77
H -1.99 -0.80 2.21
H -0.07 -0.18 0.83
*
```

Calculated values
HOMO-LUMO gap: 9.101 eV
SMILES: CCC(=O)OCC(=O)/N=c1\sccn1Cc1ccc(C)cc1
Lowest unoccupied orbital energy: 0.70 eV

[11]
Below is a structure of composition C28H57AlBN2O4S2 in a non-equilibrium geometry, with properties calculated with wB97M-V/def2-TZVPD.

Geometry as ORCA input:
```
! RIJCOSX wB97M-V def2-TZVPD def2/J DEFGRID3
* xyz -1 1
C 3.33 2.58 3.15
C 4.04 3.47 1.93
C 3.65 5.08 2.03
C 2.07 5.22 1.62
C 1.82 6.26 0.37
C 0.79 5.48 -0.68
C -0.73 5.77 -0.11
C -1.79 4.58 -0.57
N -1.95 3.58 0.56
C -3.37 3.09 0.62
C -3.55 1.51 1.02
C -5.18 1.29 1.33
C -5.64 -0.28 1.30
C -6.06 -0.67 -0.26
C -6.25 -2.29 -0.41
C -6.61 -2.57 -2.02
C -5.33 -3.43 -2.62
C -0.93 2.46 0.50
S -0.21 2.00 2.00
S -0.35 1.55 -1.03
C 1.49 1.08 -0.76
C 2.02 0.08 -1.99
C 3.25 -0.91 -1.54
C 2.92 -2.52 -1.66
C 4.18 -3.50 -2.03
C 5.40 -3.52 -0.95
O 6.37 -2.58 -1.16
N 5.59 -4.39 0.25
C 5.56 -3.67 1.57
C 4.87 -5.70 0.23
C 2.25 -3.20 -0.29
O 1.71 -4.53 -0.60
Al 0.66 -4.17 -2.12
B -1.09 -3.44 -1.30
O -2.35 -4.16 -1.63
C -1.20 -2.12 -0.32
C -0.97 -2.56 1.27
O 1.95 -2.89 -2.74
H 2.90 1.60 2.67
H 4.13 2.30 3.96
H 2.48 3.27 3.59
H 3.57 3.05 0.93
H 5.21 3.29 1.90
H 3.86 5.53 3.11
H 4.27 5.66 1.19
H 1.66 4.13 1.42
H 1.47 5.61 2.57
H 1.18 7.18 0.78
H 2.78 6.58 -0.21
H 0.97 4.32 -0.67
H 0.93 5.84 -1.79
H -1.19 6.78 -0.55
H -0.79 5.80 1.08
H -2.84 5.13 -0.70
H -1.55 4.11 -1.62
H -4.00 3.31 -0.35
H -3.90 3.71 1.49
H -3.14 0.77 0.21
H -3.01 1.29 2.05
H -5.49 1.88 2.31
H -5.73 1.84 0.43
H -6.65 -0.34 1.93
H -4.86 -1.02 1.77
H -7.13 -0.19 -0.44
H -5.28 -0.25 -1.03
H -7.12 -2.74 0.27
H -5.20 -2.77 -0.13
H -6.77 -1.56 -2.61
H -7.58 -3.27 -2.06
H -4.39 -2.72 -2.77
H -5.04 -4.21 -1.76
H -5.59 -4.04 -3.60
H 1.64 0.44 0.23
H 2.18 2.02 -0.73
H 1.06 -0.46 -2.39
H 2.36 0.82 -2.86
H 4.24 -0.64 -2.13
H 3.49 -0.66 -0.40
H 4.64 -3.08 -3.05
H 3.75 -4.57 -2.30
H 5.69 -2.50 1.49
H 4.62 -3.89 2.24
H 6.50 -4.05 2.18
H 5.62 -6.62 0.14
H 4.36 -5.84 1.30
H 4.02 -5.84 -0.55
H 2.94 -3.36 0.64
H 1.55 -2.34 0.08
H 0.45 -5.30 -3.21
H -2.32 -4.97 -1.03
H -0.38 -1.32 -0.61
H -2.30 -1.71 -0.39
H -0.52 -1.66 1.89
H -0.16 -3.44 1.36
H -1.99 -2.88 1.74
*
```

Calculated values
HOMO-LUMO gap: 6.055 eV
Lowest unoccupied orbital energy: 1.45 eV